No. 1
Computed, not measured: a molecular structure, C50H45BCl2N10O2STa, with the ωB97M-V functional and the def2-TZVPD basis.

Last column: Mulliken charge in e.
Atoms and positions in Å:
Cl1 -1.691 3.208 2.782  -0.15
N1 -0.074 0.232 2.097  0.76
C1 -3.218 2.025 0.876  -0.53
C2 3.937 0.777 0.609  0.28
N2 2.615 0.937 0.793  0.10
H1 2.329 -6.564 1.926  0.49
C3 -0.223 5.064 -2.602  -1.00
H2 -3.466 0.181 -3.847  0.58
N3 -2.095 1.401 0.397  0.28
C4 1.082 0.548 3.954  0.87
H3 -2.522 3.057 -1.158  -0.10
H4 -6.563 2.190 0.262  0.50
O1 -2.288 -2.792 -1.515  -0.73
H5 -3.001 -0.307 1.732  0.29
C5 3.651 -2.443 -2.142  -0.92
H6 -0.554 -3.082 3.880  0.49
S1 0.155 1.336 -2.523  -0.49
C6 -2.423 -3.840 3.158  -0.86
C7 3.385 -3.408 2.628  -1.05
C8 -1.470 -2.855 3.350  -0.93
H7 2.031 2.177 4.978  0.21
C9 1.296 -2.110 -2.064  1.78
C10 -0.585 -0.588 3.032  -0.60
H8 3.231 4.613 2.277  0.25
C11 -0.283 0.293 -3.803  0.29
N4 1.171 2.950 1.123  0.25
H9 2.070 5.938 2.376  0.45
C12 -0.021 -0.859 -5.802  -0.55
C13 0.031 3.922 -0.452  0.20
C14 1.355 4.270 1.290  0.83
C15 2.563 -1.699 -1.676  1.16
H10 -2.468 0.603 -2.442  -0.27
C16 0.122 -0.409 4.218  -1.26
C17 2.817 -0.576 -0.745  -0.46
N5 0.359 2.720 0.053  0.37
C18 -2.828 -1.297 2.125  0.50
B1 1.907 1.813 1.844  -1.83
C19 0.276 -5.379 0.589  -1.20
N6 0.954 0.919 2.670  1.01
N7 -1.450 -0.297 -4.011  0.42
H11 1.849 4.491 3.364  0.24
O2 -1.279 -1.037 -0.604  0.97
H12 5.630 0.812 1.902  0.36
H13 -4.257 4.219 3.258  0.52
H14 -4.678 -2.059 1.371  0.49
C20 -2.058 3.700 -1.884  1.13
C21 -2.753 4.036 -3.035  -0.50
H15 0.524 -1.803 -5.809  0.29
H16 -2.722 5.131 -4.881  0.42
C22 -0.914 5.393 -3.758  -0.86
C23 2.193 -3.958 -3.310  -1.04
H17 0.010 -0.423 -6.800  0.35
H18 -0.060 -0.906 5.154  0.69
H19 0.565 5.980 0.147  0.69
H20 4.334 -4.109 -3.291  0.45
C24 2.419 -2.682 1.997  0.22
H21 -6.438 3.787 2.160  0.41
H22 2.018 0.639 5.847  0.48
C25 0.652 4.919 0.297  -1.37
H23 0.442 -1.550 -1.734  -0.66
C26 -3.578 -3.561 2.438  -0.61
C27 -1.456 -2.350 -0.768  -0.14
H24 2.694 2.291 2.591  -0.20
H25 -3.750 3.642 -3.187  0.51
C28 3.471 -3.550 -2.954  -0.97
H26 -1.487 -5.035 -0.591  0.62
C29 -1.461 -1.028 -5.278  -0.55
C30 1.338 -4.756 1.285  0.85
C31 -4.329 3.539 2.421  -0.52
H27 -2.260 -4.830 3.562  0.44
H28 -4.321 -4.331 2.283  0.42
N8 0.442 -2.595 0.663  1.58
C32 1.374 -3.344 1.307  -0.25
H29 0.096 -3.542 -3.101  0.51
C33 2.125 1.097 4.867  -1.48
H30 2.427 -1.600 1.998  0.24
H31 4.657 -2.175 -1.855  0.33
H32 5.043 -0.541 -0.734  0.64
C34 -5.620 2.407 0.741  -0.54
N9 1.903 0.134 -0.053  1.28
C35 -5.545 3.295 1.804  -0.64
C36 -3.779 -2.288 1.927  -0.49
C37 2.357 -5.482 1.948  -1.09
Cl2 -4.587 0.644 -1.005  -0.24
H33 -1.733 -2.071 -5.110  0.36
H34 -2.905 -1.094 -2.727  0.25
N10 0.553 0.046 -4.813  -0.01
H35 -2.202 -0.584 -5.947  0.35
C38 4.101 -0.176 -0.370  -1.09
C39 -0.654 -4.614 -0.048  -1.59
H36 2.051 -4.840 -3.921  0.49
H37 5.654 2.027 0.631  0.42
H38 4.135 -5.381 3.104  0.41
C40 5.009 1.512 1.343  -1.67
H39 4.615 2.248 2.036  0.11
C41 -3.187 2.908 1.962  0.37
H40 4.185 -2.904 3.153  0.51
C42 -1.657 -1.578 2.818  0.28
C43 2.175 4.855 2.390  -1.55
C44 -2.646 -0.149 -3.208  -0.87
C45 -0.781 4.203 -1.658  -0.26
H41 3.128 0.887 4.495  0.29
C46 -4.470 1.782 0.297  1.30
C47 1.105 -3.231 -2.857  -0.80
H42 0.217 -6.460 0.567  0.52
Ta1 -0.533 0.637 -0.014  0.20
H43 0.770 5.462 -2.438  0.49
H44 1.516 0.331 -4.780  0.24
H45 -0.461 6.057 -4.482  0.42
C48 -0.509 -3.212 0.020  0.77
C49 -2.181 4.875 -3.981  -0.55
C50 3.356 -4.823 2.602  -0.83

Values from the calculation:
spin multiplicity: 1
net charge: +1

No. 2
Computed, not measured: a molecular structure, C50H46BrN7OPtS3 in a non-equilibrium geometry, with the ωB97M-V functional and the def2-TZVPD basis.

Last column: Mulliken charge in e.
Atoms and positions in Å:
H1 -5.105 -7.157 -2.284  0.46
H2 4.337 4.849 -2.763  0.51
C1 0.411 -5.910 -1.746  -0.05
H3 -5.638 2.124 -3.368  0.48
C2 0.376 3.023 -5.225  -0.76
N1 -0.598 -1.326 -0.389  -0.20
H4 2.375 -3.857 3.843  0.43
H5 -4.061 -7.241 -0.861  0.38
C3 2.510 -3.784 2.765  -1.17
H6 -5.546 0.501 0.596  0.48
C4 2.160 2.877 -1.089  0.11
H7 -3.521 -7.895 -2.413  0.34
C5 -5.024 0.911 -0.258  -0.75
H8 6.957 2.615 1.151  0.47
H9 0.744 4.702 3.154  0.37
H10 -0.493 4.932 -4.753  0.52
H11 -1.883 8.074 2.921  0.44
H12 -4.168 -5.765 -4.360  0.52
H13 6.119 0.413 0.415  0.47
C6 0.446 -0.195 3.847  -0.60
C7 2.830 5.564 -1.423  -1.04
C8 -0.522 4.834 1.415  -0.23
H14 1.172 1.042 -5.427  0.50
C9 -1.512 5.529 0.726  -0.13
C10 3.193 3.234 -1.936  -1.11
H15 3.046 3.673 2.542  0.37
H16 -2.637 -5.383 -0.401  0.51
C11 1.051 -0.100 6.168  -0.61
C12 3.723 2.962 2.087  0.01
H17 0.818 -5.622 3.201  0.29
C13 -3.477 -5.761 -2.317  0.59
N2 0.722 2.609 1.899  -0.39
C14 0.623 -7.267 -1.871  -0.83
H18 -1.273 -4.539 1.473  0.27
C15 0.252 -0.612 5.154  -0.75
S1 -1.247 1.661 -1.238  0.93
C16 -2.001 6.698 1.283  -0.83
C17 -2.339 -3.334 -2.918  0.54
C18 -0.514 6.446 3.170  -0.87
C19 0.132 1.296 -3.570  -0.77
H19 3.027 1.978 4.364  0.48
H20 3.235 -4.543 2.459  0.38
H21 3.742 2.468 -2.468  0.57
C20 -3.646 1.038 -0.227  -0.84
C21 -0.584 2.192 -2.789  0.83
H22 -3.175 2.324 -3.358  0.45
Pt1 -0.456 -3.404 -0.522  0.59
H23 -3.082 0.743 0.651  0.58
H24 -1.898 5.158 -0.211  0.36
N3 -2.133 -3.842 -1.692  -0.40
C22 3.273 1.713 1.679  0.60
N4 -0.072 -0.359 -0.402  0.59
C23 5.916 2.358 1.299  -0.75
H25 -0.522 -1.332 5.384  0.47
C24 -1.499 7.156 2.496  -0.61
C25 -0.089 -7.521 0.400  -0.93
C26 -0.011 5.272 2.633  -0.11
C27 2.247 1.262 4.581  -0.34
H26 -6.814 1.224 -1.395  0.46
C28 -3.068 -3.994 -3.892  -0.68
C29 1.471 3.881 -0.415  1.54
H27 -0.156 -0.597 3.039  0.39
S2 1.583 1.218 1.881  0.96
O1 0.915 -3.270 1.077  -0.73
C30 1.434 0.749 3.581  0.70
C31 -0.814 3.507 -3.191  -0.12
H28 -1.380 4.186 -2.567  0.39
H29 5.437 4.234 2.231  0.50
C32 0.360 -8.090 -0.786  -0.41
C33 1.790 5.223 -0.566  -0.47
C34 5.060 3.275 1.900  -0.81
H30 3.725 -0.169 0.742  0.51
H31 -0.282 -8.135 1.270  0.54
N5 -1.006 2.852 -0.168  -0.28
H32 -0.135 6.808 4.116  0.48
C35 -0.722 -5.446 1.722  -1.74
C36 2.040 0.834 5.884  -0.82
H33 0.508 -9.160 -0.856  0.50
S3 0.169 3.400 0.679  1.12
H34 1.897 1.832 -0.958  0.31
C37 -2.738 -5.028 -1.416  -0.12
H35 2.653 1.234 6.680  0.47
C38 5.447 1.119 0.884  -0.74
H36 0.314 0.284 -3.231  0.82
H37 0.988 -7.667 -2.807  0.52
C39 -5.735 1.312 -1.384  -0.63
H38 -1.358 -6.063 2.352  0.70
C40 -0.299 -6.159 0.463  1.23
H39 -2.774 7.253 0.771  0.47
H40 0.615 -5.228 -2.560  0.44
C41 1.227 -4.026 2.039  0.88
H41 1.247 5.991 -0.032  0.53
H42 -3.193 -3.541 -4.865  0.48
N6 0.476 -5.045 2.446  0.06
C42 3.526 4.575 -2.102  -0.88
H43 0.733 3.344 -6.194  0.48
C43 -0.323 3.917 -4.419  -0.82
C44 -4.075 -7.083 -1.938  -1.54
Br1 -1.636 -1.654 -3.363  -0.03
N7 -0.049 -5.369 -0.604  0.08
C45 -3.694 1.945 -2.490  -0.22
H44 0.908 -0.435 7.186  0.45
C46 -5.077 1.822 -2.494  -0.89
C47 0.613 1.724 -4.799  -1.15
C48 4.111 0.792 1.064  -0.62
H45 3.093 6.604 -1.555  0.50
C49 -3.617 -5.225 -3.600  -0.59
C50 -3.007 1.569 -1.344  0.81
H46 2.905 -2.805 2.509  0.17

Values from the calculation:
spin multiplicity: 1
net charge: +4

No. 3
Computed, not measured: a molecular structure, C50H48ClIMgN3OP, with the ωB97M-V functional and the def2-TZVPD basis.

Last column: Mulliken charge in e.
Atoms and positions in Å:
H1 -0.450 2.987 6.655  0.46
H2 1.779 -0.181 5.243  0.55
H3 -4.892 -3.610 -1.469  0.52
H4 2.805 0.530 -0.099  0.62
N1 0.063 -2.396 -0.377  1.11
C1 -0.589 -2.310 -4.721  -0.84
H5 0.950 5.804 2.038  0.43
C2 2.171 -0.068 0.567  -1.64
O1 -1.828 -0.493 -0.291  -0.09
C3 0.166 1.382 -2.474  0.87
H6 -0.285 -5.204 3.179  0.37
H7 -1.458 -2.602 -5.298  0.48
H8 2.513 4.492 0.863  0.52
H9 -2.008 0.351 -4.476  0.30
C4 -0.771 -4.243 3.051  -0.71
C5 -2.781 -2.977 2.765  -0.53
H10 -2.724 -5.115 2.963  0.39
H11 -1.256 6.049 3.118  0.41
C6 1.503 -3.261 3.225  -1.54
H12 4.178 0.196 5.563  0.45
C7 3.762 0.186 4.563  -0.76
H13 1.819 -2.829 4.175  0.30
C8 1.783 3.875 0.341  -1.56
C9 4.572 0.422 3.457  -0.81
H14 0.295 3.632 4.459  0.59
I1 -4.953 -0.560 -0.892  -0.06
P1 0.046 -0.135 2.840  1.61
C10 -2.150 -4.197 2.931  -1.10
H15 -0.309 2.221 -4.415  0.39
H16 2.075 -2.765 2.444  0.21
H17 -2.627 1.233 1.166  -0.28
H18 2.390 -1.112 0.301  0.20
C11 2.882 -1.079 -2.523  -1.63
C12 -2.012 -1.831 2.703  -0.49
C13 -1.849 3.223 1.328  0.70
C14 -1.206 -2.750 -0.679  -0.29
C15 -2.953 2.260 1.015  -0.77
H19 1.765 -4.319 3.228  0.50
H20 -1.502 3.501 -2.839  0.47
C16 -0.527 -5.039 -1.036  -1.53
H21 -1.296 4.279 -1.261  0.45
H22 1.048 1.090 -4.401  0.46
H23 -1.737 1.422 8.062  0.37
C17 -0.240 1.633 5.015  1.14
N2 0.245 0.162 -2.120  0.82
C18 1.639 -1.519 -3.253  1.12
Cl1 -3.404 -5.997 -1.652  -0.31
H24 1.777 4.184 -0.707  0.26
H25 3.730 -1.076 -3.208  0.58
H26 0.498 2.448 3.163  -0.54
H27 -2.837 -1.137 -4.037  0.53
C19 -3.491 -2.066 -0.935  0.03
H28 -2.500 -0.871 2.564  0.18
C20 1.855 -0.080 3.094  0.60
H29 5.630 0.612 3.590  0.39
C21 0.998 -3.315 -0.403  -0.37
H30 4.666 0.569 1.330  0.47
H31 -3.828 2.458 1.631  0.45
H32 -0.758 -6.066 -1.280  0.53
C22 -0.602 3.112 0.701  -1.18
C23 -1.682 -0.153 6.606  -0.96
C24 0.609 -2.990 -4.872  -0.99
H33 -3.029 4.383 2.677  0.41
C25 -2.917 -4.367 -1.287  0.54
H34 3.115 -1.766 -1.708  0.24
H35 -1.485 -1.525 4.990  0.49
H36 2.664 -3.086 -4.278  0.49
H37 0.682 -3.816 -5.567  0.41
H38 2.110 2.834 0.386  0.10
C26 0.419 -0.861 -3.089  -1.69
H39 -3.245 2.337 -0.035  0.24
H40 -2.236 -0.853 7.219  0.47
H41 1.236 2.723 -3.733  0.50
C27 0.749 -4.655 -0.733  -1.72
C28 0.593 2.610 4.236  -1.01
H42 -2.184 -0.082 -2.773  0.06
C29 -0.307 2.385 -1.477  1.23
C30 -1.400 1.117 7.079  -0.70
C31 -0.704 -1.237 -3.848  1.51
C32 0.553 1.879 -3.841  -2.24
H43 1.649 2.498 4.495  0.36
C33 0.021 -3.094 3.027  0.95
C34 0.421 4.034 0.967  1.48
C35 -0.682 1.994 6.284  -0.75
C36 -2.183 -1.689 -0.617  -0.47
C37 -2.007 -0.485 -3.769  -1.65
C38 4.026 0.396 2.189  -0.66
H44 -3.859 -2.918 2.674  0.49
N3 -0.329 2.081 -0.238  0.45
C39 -1.072 5.224 2.441  -1.07
C40 2.414 -0.040 4.376  -0.55
C41 -2.063 4.288 2.196  -0.84
C42 -3.859 -3.374 -1.253  -0.23
Mg1 0.078 -0.126 0.058  3.13
C43 -0.795 3.698 -2.031  -1.90
H45 2.008 -3.001 -0.159  0.29
C44 -0.535 0.347 4.529  0.60
C45 -0.618 -1.857 2.840  0.67
C46 -1.563 -4.082 -1.012  0.46
C47 0.164 5.086 1.834  -1.00
C48 1.714 -2.581 -4.148  -0.56
H46 1.563 -5.366 -0.736  0.56
C49 2.669 0.107 1.963  -0.37
H47 0.019 4.295 -2.442  0.40
C50 -1.255 -0.529 5.342  -0.99
H48 2.766 -0.085 -2.099  0.04

Values from the calculation:
spin multiplicity: 1

No. 4
Computed, not measured: a molecular structure, C50H49BrClI2KN4O9P2 in a non-equilibrium geometry, with the ωB97M-V functional and the def2-TZVPD basis.

Last column: Mulliken charge in e.
Atoms and positions in Å:
O1 -3.599 1.849 20.316  -0.86
H1 -0.148 7.451 25.261  0.40
C1 -5.114 6.780 20.001  -0.74
I1 -10.237 2.820 23.350  0.24
C2 -5.908 -0.879 19.644  0.23
H2 -1.720 7.049 18.099  0.28
H3 -8.949 10.093 24.073  0.47
H4 -3.170 1.334 25.437  0.07
I2 -11.007 0.281 22.831  -0.45
C3 -5.896 8.672 24.068  0.51
C4 -3.326 7.434 24.165  -0.26
C5 -5.760 10.902 23.211  -0.66
C6 -2.660 7.140 20.022  0.48
H5 -3.760 7.499 29.940  0.42
H6 -6.580 1.946 18.687  0.38
C7 -9.318 3.855 19.275  -0.62
C8 -5.466 8.120 27.128  -0.72
H7 -8.624 6.907 22.668  -0.35
C9 -1.430 0.091 23.993  -0.67
H8 0.420 8.255 20.943  0.49
C10 -5.198 -2.268 17.842  -0.36
C11 -8.976 9.352 19.788  -0.71
C12 -1.690 7.283 22.334  0.61
Br1 -7.415 -0.648 20.859  -0.16
H9 -7.825 7.996 24.629  0.83
O2 -9.274 4.832 23.492  -0.49
C13 -7.369 5.027 20.007  0.68
C14 -4.117 6.148 26.895  -0.76
H10 -5.961 6.400 18.084  0.49
C15 -6.594 3.973 19.578  -0.52
H11 -0.518 1.079 22.291  0.33
C16 -7.283 8.816 24.245  -0.77
N1 -8.099 5.054 25.494  -0.08
C17 -4.608 1.175 20.460  0.72
H12 -9.351 5.785 20.192  0.26
H13 -3.663 5.376 26.303  0.69
C18 -1.539 0.982 22.745  -0.29
H14 0.339 7.256 22.894  0.37
H15 -3.206 -1.145 23.788  0.33
Cl1 -1.037 3.779 26.344  1.78
H16 0.379 5.770 21.040  0.46
C19 -7.889 10.016 23.915  -0.59
C20 -9.910 8.317 21.698  -0.29
C21 -7.724 7.658 20.924  1.15
H17 -5.526 4.029 19.768  0.48
C22 -8.551 2.788 18.831  -0.82
P1 -5.144 7.065 24.504  1.68
C23 -8.747 7.561 21.832  -0.36
C24 -3.677 6.299 28.224  -0.52
N2 -7.281 3.891 25.395  -0.30
H18 -7.616 11.983 23.121  0.36
H19 -0.830 -0.758 23.727  0.38
C25 -2.998 7.316 22.799  -0.77
H20 -4.327 0.278 25.697  0.24
H21 -10.650 8.192 22.472  0.48
K1 -5.157 2.997 23.312  0.74
C26 -10.046 9.237 20.641  -0.92
H22 -2.474 7.657 26.080  0.68
P2 -6.547 6.276 21.065  1.61
H23 -0.530 5.485 19.605  0.45
H24 -2.185 0.488 21.956  0.06
O3 -0.807 5.014 27.091  -0.70
H25 -6.463 4.163 25.908  0.09
C27 -5.025 8.302 28.407  -0.57
C28 -7.124 11.058 23.385  -0.74
H26 -4.059 9.630 23.435  0.30
H27 -0.881 0.647 24.761  0.23
C29 -0.405 8.192 20.340  -2.26
H28 -10.944 9.841 20.473  0.35
C30 -3.906 7.059 20.651  -1.05
H29 -6.112 8.859 26.698  0.41
H30 -7.686 3.126 25.910  0.23
C31 -3.853 6.861 17.920  -1.63
C32 -4.962 7.080 26.347  0.75
O4 -2.467 3.524 26.248  -0.61
O5 -4.046 7.162 21.970  0.29
C33 -2.268 7.563 25.034  -0.46
C34 -0.667 7.369 23.228  -0.46
H31 -5.367 9.154 28.975  0.44
H32 -5.183 11.762 22.867  0.36
H33 -0.046 7.950 19.352  0.45
C35 -2.672 7.055 18.639  -0.52
C36 -1.371 7.088 20.829  2.53
C37 -4.099 7.401 28.946  -0.82
O6 -0.417 2.681 27.044  -0.76
C38 -7.159 2.825 19.020  -0.62
N3 -2.130 2.317 22.890  0.27
C39 -8.992 5.519 24.533  0.64
H34 -1.505 2.914 23.460  -0.16
H35 -3.706 6.687 16.881  0.37
C40 -5.054 6.694 18.618  0.67
H36 -7.940 5.663 26.273  0.25
H37 -2.503 -1.165 25.364  0.35
H38 -3.240 -1.796 17.057  0.32
H39 -0.916 9.157 20.272  0.40
H40 -8.985 1.869 18.490  0.42
H41 -1.181 4.918 21.103  0.23
C41 -8.734 4.957 19.884  -0.66
H42 -2.303 2.742 21.985  0.08
C42 -3.769 -0.502 18.638  -0.28
C43 -2.743 -0.498 24.539  -0.73
C44 -4.024 -1.554 17.782  -0.66
H43 -5.397 -3.063 17.119  0.32
O7 -0.408 3.879 25.044  -0.72
C45 -0.960 7.486 24.589  -1.37
O8 -9.388 6.682 24.739  -0.72
C46 -5.143 9.737 23.558  -0.59
C47 -6.177 -1.922 18.769  -0.55
H44 -2.920 5.653 28.603  0.54
C48 -0.639 5.749 20.648  -1.86
N4 -3.678 0.567 24.985  -0.28
H45 -7.138 -2.470 18.791  0.33
H46 -10.412 3.772 19.196  0.35
O9 -5.611 1.488 21.141  -0.61
C49 -7.847 8.545 19.859  -0.69
C50 -4.737 -0.096 19.583  -0.03
H47 -2.873 0.049 18.536  0.54
H48 -7.047 8.570 19.133  0.39
H49 -8.992 10.039 18.977  0.39

Values from the calculation:
spin multiplicity: 1
net charge: -2

Number 1: molecular weight 1112.7 g/mol, highest occupied orbital energy -10.51 eV. Number 2: molecular weight 1132.1 g/mol, highest occupied orbital energy -17.68 eV. Number 3: molecular weight 924.6 g/mol, highest occupied orbital energy -7.22 eV. Number 4: molecular weight 1320.2 g/mol, highest occupied orbital energy -3.72 eV.